1.
55
Properties=species:S:1:pos:R:3 method="wB97M-V/def2-TZVPD" charge=+3 e_lumo_ev=-9.85 orbital_gap_ev=7.3631 multiplicity=1 max_force_ev_per_a=9.570 relative_energy_kcal_mol=384.7 energy_ha=-3645.916125
Br -21.9700 -10.0123 -12.5351
O -25.1172 -8.7281 -16.0065
O -23.2075 -11.2338 -10.2952
N -17.7212 -7.5682 -8.4467
N -22.8099 -6.0913 -12.9980
N -23.9090 -9.9534 -14.2589
N -21.4405 -12.1076 -11.7069
C -18.9751 -8.1430 -8.3344
C -21.4235 -7.7325 -12.0022
C -22.6126 -12.2774 -10.7411
C -23.9487 -5.7545 -13.8798
C -22.1314 -5.1057 -12.3654
C -21.2030 -5.4036 -11.4520
C -24.1558 -8.7243 -15.1919
C -18.4397 -6.5041 -10.5009
C -16.8362 -7.8315 -7.2881
C -23.1152 -11.1030 -14.9956
C -17.4011 -6.7860 -9.5214
C -19.6816 -7.1445 -10.3658
C -23.0260 -13.6661 -10.2601
C -22.3409 -7.3755 -12.8766
C -23.0813 -7.6107 -15.1499
C -19.9566 -7.9790 -9.2870
C -20.7306 -6.7721 -11.3237
C -20.0638 -11.8628 -10.9595
H -19.2530 -11.7899 -11.6843
H -20.9237 -8.4598 -9.2767
H -24.7740 -6.3685 -13.5195
H -24.1499 -4.6846 -13.8256
H -23.5993 -14.2985 -10.9381
H -22.0508 -7.9610 -15.2095
H -18.2395 -5.9147 -11.3834
H -23.6668 -11.4798 -15.8570
H -19.8232 -12.6708 -10.2686
H -23.3594 -6.9756 -15.9909
H -15.8486 -7.6841 -7.7251
H -21.3060 -8.8003 -11.8903
H -23.5415 -6.0219 -14.8549
H -23.0891 -11.9641 -14.3278
H -21.6355 -11.3232 -12.3126
H -17.2904 -7.1836 -6.5384
H -20.7622 -4.5787 -10.9121
H -19.1912 -8.6585 -7.4103
H -23.2337 -7.0027 -14.2581
H -23.3834 -9.6829 -13.4400
H -22.1029 -10.8740 -15.3285
H -23.3971 -13.6819 -9.2354
H -21.4170 -12.8658 -12.3737
H -22.0850 -14.2007 -10.1305
H -16.9114 -8.8974 -7.0725
H -24.8185 -10.3312 -14.0350
H -22.3542 -4.0653 -12.5509
H -19.9995 -10.8805 -10.4916
H -22.7883 -8.1368 -13.4986
H -16.4127 -6.3704 -9.6516

2.
107
Properties=species:S:1:pos:R:3 method="wB97M-V/def2-TZVPD" e_lumo_ev=-3.09 orbital_gap_ev=4.4601 multiplicity=1 max_force_ev_per_a=9.219 energy_ha=-3963.953503 smiles="CCOB(O)C1=C([PH2]=O)C(=O)C(S(=O)(=O)C(F)(F)F)=C(CCCCOC(C)=O)C1=O.CN(C)P(=O)(N(C)C)N(C)C.CN(C)P(=O)(N(C)C)N(C)C"
S -0.3647 -2.1536 1.8557
P -5.3011 0.6581 0.4494
P 4.9269 -0.0446 2.1241
P 1.2117 5.6946 -0.7351
F -1.1877 -4.7592 2.6299
F -0.6687 -3.2467 4.4017
F 1.1456 -4.0830 3.0955
O 1.7485 0.4951 0.8851
O 0.8118 -7.7470 -2.2815
O 3.3820 -3.3909 -2.0729
O 6.5831 -3.3201 -1.0323
O 4.4821 1.4946 1.9535
O 1.4736 6.4238 0.6054
O -1.6614 -2.0278 1.0208
O 6.7924 -2.6943 1.4051
O -6.0940 -0.6683 0.3525
O -1.3928 -7.4186 -1.3803
O -0.3271 -0.8845 2.7928
N -6.5616 1.5506 -0.3317
N 0.9107 4.8563 -2.2762
N -5.5686 0.7191 2.1423
N 2.7281 4.9013 -0.6243
N 1.4256 7.1488 -1.6490
N -4.3895 2.1829 0.5608
C 1.2166 -2.1132 0.8530
C -4.8290 -0.2781 2.9228
C 0.8568 -4.6577 -0.1632
C 2.2040 -0.7649 0.9222
C -5.9557 1.8478 2.9658
C 4.3334 -2.2850 0.1497
C -0.0468 -8.0021 -1.2572
C -0.2898 -3.6392 2.9942
C 1.7074 -3.2555 -0.0185
C 8.1768 -5.1861 -0.0998
C 3.8360 -1.1254 0.9898
C 3.1732 -3.0347 -0.7934
C -0.4426 -4.3712 -1.1215
C -4.0059 2.6707 -0.7921
C -7.2681 2.6905 0.2333
C -0.3487 5.3398 -2.9050
C -3.1047 2.0877 1.2853
C 0.4835 -8.9616 -0.0311
C 3.7276 4.6933 -1.6537
C 0.7164 3.3954 -2.1617
C 2.8128 3.8687 0.4137
C 1.2425 8.4283 -0.9482
C -7.5079 0.8021 -1.1719
C -1.7662 -6.6187 -0.2027
C 2.4095 7.3509 -2.7019
C -1.8483 -5.0210 -0.5695
C 6.7476 -4.7942 -0.8092
B 5.9119 -2.7483 0.1864
H -3.3716 1.9342 -1.3063
H 2.1154 8.1929 -3.3442
H -0.0307 3.1518 -1.3992
H -2.3178 -4.4696 0.3502
H -2.4943 1.2612 0.9064
H -0.3282 6.4078 -3.1286
H 6.2006 -2.9592 2.1845
H -3.7566 -0.0696 2.9352
H 0.8645 -10.0018 -0.4233
H 7.9812 -5.2193 1.0764
H 4.6254 -0.4414 3.4921
H 6.6524 -5.4137 -1.8060
H -7.7454 3.2783 -0.5634
H -1.2092 5.1551 -2.2457
H 1.6396 2.8678 -1.9196
H 0.3564 8.4031 -0.3057
H -6.1357 1.5530 4.0082
H 1.0800 9.2541 -1.6509
H 3.8393 3.5278 0.5885
H -3.4625 3.6193 -0.7265
H 0.3938 2.9631 -3.1171
H -2.8615 -6.9730 0.1076
H -3.2384 1.9522 2.3591
H 1.3025 -8.3449 0.5521
H 0.6118 -5.1901 0.8497
H 8.5819 -6.2572 -0.3791
H -5.1715 -0.3412 3.9616
H -1.0927 -6.7939 0.7450
H -5.2120 2.6498 2.9940
H 2.4558 4.2515 1.3762
H 8.9819 -4.3329 -0.2529
H -6.9080 2.2742 2.6553
H 4.0877 5.6321 -2.0710
H 4.6374 4.2257 -1.2543
H 3.3952 7.5858 -2.2935
H -8.0580 2.3761 0.9195
H 2.2065 2.9942 0.1663
H 1.5581 -5.4129 -0.7655
H -2.5290 3.0171 1.1938
H 6.3200 -0.1493 1.7726
H -0.4229 -9.0923 0.7281
H -0.5883 -3.1882 -1.1575
H -6.9860 0.0757 -1.8031
H -4.8677 2.8674 -1.4320
H -6.6022 3.3949 0.7360
H 2.4853 6.4986 -3.3803
H 3.3881 4.0581 -2.4773
H -8.2496 0.2734 -0.5606
H -4.9614 -1.2809 2.5018
H -8.0480 1.4636 -1.8597
H 5.8791 -5.1192 -0.0587
H -2.6432 -4.9198 -1.4511
H -0.5249 4.8396 -3.8632
H -0.1889 -4.7084 -2.2347
H 2.1186 8.6745 -0.3356

3.
12
Properties=species:S:1:pos:R:3 method="wB97M-V/def2-TZVPD" charge=-1 e_lumo_ev=4.38 orbital_gap_ev=7.7948 multiplicity=1 max_force_ev_per_a=3.760 relative_energy_kcal_mol=48.4 energy_ha=-323.141132
O 1.4399 0.1147 -1.2441
O 1.4843 2.3405 -0.4212
N -0.3242 0.3781 0.4510
C 1.5453 1.4332 -1.2853
C -0.9425 -0.6087 1.1210
C -1.3600 -1.7252 0.4254
H -2.2654 -2.3399 0.6938
H 1.8958 1.9723 -2.2568
H -1.1375 -0.4991 2.2025
H 0.1880 1.0441 0.9999
H 0.4756 0.0060 -0.1906
H -0.9995 -2.1159 -0.4955

4.
66
Properties=species:S:1:pos:R:3 method="wB97M-V/def2-TZVPD" charge=-1 e_lumo_ev=2.60 orbital_gap_ev=6.9220 multiplicity=1 max_force_ev_per_a=0.851 energy_ha=-5533.527415
Cu -0.4832 -0.1960 -0.2331
Cl 3.7737 -5.0674 0.8697
Cl 4.6462 -2.7818 -1.0439
Cl 2.8213 -0.3994 -1.5331
Cl 1.0909 -4.8640 2.4001
Cl -0.6777 -2.3521 2.0966
S 0.4917 1.9310 -1.9141
N -2.1170 -1.3259 -0.5032
N -1.9355 1.2817 0.4439
C -2.5145 4.8372 -0.2696
C -2.1069 5.4475 0.8993
C -1.9557 2.6673 0.6392
C 2.2914 -1.5909 -0.4065
C -2.9590 2.8381 -1.6961
C -3.1168 -0.7396 0.2412
C -1.8342 -3.5318 -1.7312
C 2.7666 -3.6921 0.6539
C -2.7138 -3.7420 -2.9738
C -4.4896 2.8740 -1.7212
C 0.6842 2.8845 2.8440
C -1.0371 1.1115 3.1707
C -1.6131 4.6680 1.9223
C -2.4116 3.5290 -2.9474
C -3.8421 -2.7612 -0.3216
C 1.5663 -3.5852 1.3462
C -3.0090 0.5917 0.6517
C -1.5083 3.2837 1.8161
C -2.5527 -2.5409 -0.8474
C 0.6645 1.4080 -0.4477
C -2.4556 3.4626 -0.4137
C 3.1426 -2.6750 -0.2106
C -1.6829 -4.8547 -0.9660
C 0.7695 -2.4591 1.1548
C -0.4535 -3.0579 -2.1821
C 1.0623 -1.4453 0.2397
C -0.8184 2.6069 2.9843
C -4.2007 -1.6204 0.3643
H -1.2954 5.1423 2.8427
H -1.1450 -4.6863 -0.0359
H 1.2256 2.4607 3.6883
H -1.1722 3.1092 3.8966
H -4.8426 3.9029 -1.6634
H -0.5035 -2.0600 -2.6093
H -2.1601 6.5230 1.0068
H -0.0505 -3.7392 -2.9309
H -4.9052 2.3211 -0.8816
H -2.6572 -5.2716 -0.7238
H -5.1171 -1.4097 0.8840
H -4.4437 -3.6458 -0.4412
H -2.8979 5.4464 -1.0744
H -4.8612 2.4330 -2.6447
H -2.0951 0.8693 3.2472
H -2.6904 2.9525 -3.8284
H -1.3277 3.5930 -2.9066
H 1.0513 2.4326 1.9239
H -2.8065 -2.8044 -3.5186
H 0.8756 3.9560 2.8071
H -1.1304 -5.5879 -1.5529
H -0.6032 0.5579 2.3440
H -2.6319 1.7948 -1.7223
H -2.8146 4.5335 -3.0613
H 0.2351 -3.0324 -1.3449
H -3.7106 -4.0678 -2.6863
H -2.2822 -4.4890 -3.6388
H -3.8912 1.0384 1.1250
H -0.5445 0.7915 4.0887

5.
31
Properties=species:S:1:pos:R:3 method="wB97M-V/def2-TZVPD" e_lumo_ev=0.82 orbital_gap_ev=10.0400 multiplicity=1 max_force_ev_per_a=2.603 relative_energy_kcal_mol=23.8 energy_ha=-971.009317 smiles=C[Si](C)(C)[C@@H]1O[C@H]1[Si](C)(C)C
Si 1.7028 0.3171 -1.5876
Si -1.9092 -0.2680 1.6272
O 0.4553 -1.0058 0.5151
C 2.1746 -1.5433 -1.8197
C -0.7280 -0.3094 0.1962
C -2.0147 -1.9951 2.3765
C -1.0644 0.9933 2.7740
C -3.4400 0.5152 0.8585
C 0.8560 1.0305 -3.0451
C 3.3899 1.1587 -1.2853
C 0.7076 0.2786 0.0207
H 1.2708 -2.1264 -1.7065
H -1.6826 1.4354 3.6001
H -4.2492 0.6439 1.5625
H 0.3073 0.1646 -3.3695
H -2.9653 -2.2188 2.7631
H -0.2039 0.3626 3.1008
H 3.8554 0.9263 -0.2983
H -1.3369 -2.1005 3.2387
H -1.8029 -2.6198 1.5807
H 1.6521 1.2290 -3.7855
H -0.7063 1.7444 2.0498
H -3.2500 1.5460 0.5408
H 0.2544 1.8670 -2.7219
H 2.8459 -1.8706 -1.0191
H -3.8776 0.0126 0.0139
H 2.6372 -1.6803 -2.8177
H -1.3101 -0.7797 -0.6741
H 3.2950 2.2429 -1.3185
H 4.1079 0.9609 -2.0923
H 1.0288 1.0886 0.7226

What is the multiplicity in the fourth record?
1

Look up the multiplicity of the third one.
1

Look up the multiplicity of the fourth one.
1